Run A
{"formula": "C4H15N3O", "method": "ωB97M-V with the def2-TZVPD basis set", "elements": ["C", "C", "C", "C", "N", "N", "N", "H", "H", "H", "H", "H", "H", "H", "H", "H", "H", "H", "H", "H", "H", "H", "O"], "coordinates": [[-0.87, 1.27, 0.83], [-0.57, -0.26, 0.95], [0.76, -0.79, 0.29], [1.61, -1.39, 1.15], [2.67, -2.30, 0.54], [1.12, -0.73, -0.98], [-2.24, 1.58, 0.29], [-0.66, 1.75, 1.90], [-0.17, 1.77, 0.15], [-1.41, -1.00, 0.45], [-0.74, -0.55, 2.06], [1.66, -1.27, 2.33], [3.46, -1.80, 0.29], [2.84, -3.01, 1.16], [2.43, -2.50, -0.37], [0.46, -0.51, -1.73], [2.08, -0.36, -1.20], [-2.04, 2.39, -0.35], [-2.98, 1.98, 0.97], [-2.68, 0.78, -0.39], [-1.15, 2.53, -2.54], [-2.41, 1.62, -3.03], [-1.89, 1.92, -2.25]], "gap_ev": [2.95, 7.75], "charge": 1, "spin_multiplicity": 2}

Run B
{"formula": "C4H15N3O", "method": "ωB97M-V with the def2-TZVPD basis set", "elements": ["C", "C", "C", "C", "N", "N", "N", "H", "H", "H", "H", "H", "H", "H", "H", "H", "H", "H", "H", "H", "H", "H", "O"], "coordinates": [[-0.67, 1.73, -0.78], [0.43, 1.21, 0.21], [0.71, -0.27, 0.26], [1.43, -0.88, -0.76], [1.68, -2.25, -0.77], [0.26, -1.05, 1.43], [-0.23, 2.03, -2.21], [-1.58, 1.15, -0.67], [-1.09, 2.70, -0.38], [1.39, 1.59, -0.17], [0.04, 1.64, 1.13], [1.85, -0.41, -1.67], [2.23, -2.53, -1.58], [1.49, -2.98, -0.12], [1.07, -1.57, 1.80], [-0.53, -1.60, 1.09], [-0.09, -0.37, 2.13], [0.23, 1.19, -2.63], [-0.90, 2.50, -2.81], [0.59, 2.64, -2.06], [-3.66, -0.19, 2.27], [-2.85, -1.36, 2.58], [-2.73, -0.46, 2.24]], "gap_ev": [3.37, 7.33], "charge": 1, "spin_multiplicity": 2}

run B takes first place; second place is 22.7 kcal/mol up.

Run A
{"formula": "C3H10NS", "method": "ωB97M-V with the def2-TZVPD basis set", "elements": ["C", "C", "C", "N", "S", "H", "H", "H", "H", "H", "H", "H", "H", "H", "H"], "coordinates": [[1.24, -0.45, 1.07], [0.80, 0.23, -1.30], [-1.09, -0.04, 0.35], [0.35, 0.36, 0.12], [-2.28, 1.20, -0.08], [1.58, -1.23, 0.50], [1.97, 0.32, 1.49], [0.64, -0.77, 1.94], [0.50, -0.68, -1.77], [0.28, 0.91, -1.98], [1.85, 0.29, -1.55], [-1.14, -0.69, 1.20], [-1.62, -1.40, -0.99], [0.33, 1.36, 0.46], [-3.41, 0.59, 0.54]], "gap_ev": [8.54, 8.46], "charge": 1}

Run B
{"formula": "C3H10NS", "method": "ωB97M-V with the def2-TZVPD basis set", "elements": ["C", "N", "H", "H", "H", "H", "C", "C", "S", "H", "H", "H", "H", "H", "H"], "coordinates": [[-3.06, 0.12, 0.28], [-2.15, -0.46, -0.42], [-4.11, 0.17, 0.04], [-2.70, 0.60, 1.19], [-1.16, -0.01, -0.57], [-2.32, -1.33, -0.92], [1.99, -0.51, 0.77], [1.92, 0.19, -0.61], [0.40, 1.10, -1.00], [2.88, -1.14, 0.75], [2.03, 0.20, 1.59], [1.11, -1.15, 0.90], [2.06, -0.54, -1.41], [2.78, 0.85, -0.65], [0.32, 1.92, 0.06]], "gap_ev": 8.08, "charge": 1}

run B takes first place; second place is 76.6 kcal/mol up.

Run A
{"formula": "C3H10NS", "method": "ωB97M-V with the def2-TZVPD basis set", "elements": ["C", "N", "H", "H", "H", "H", "C", "S", "C", "H", "H", "H", "H", "H", "H"], "coordinates": [[1.33, -0.54, -0.65], [0.74, 0.03, -1.91], [2.01, 0.14, -0.16], [1.53, -1.61, -0.60], [-0.22, -0.16, -1.66], [0.93, -0.62, -2.67], [-2.15, -0.09, 0.01], [-0.13, -0.44, 0.66], [0.46, 1.47, 1.32], [-2.61, 0.64, 0.73], [-2.54, 0.25, -0.95], [-2.42, -1.08, 0.35], [1.54, 1.48, 1.19], [0.31, 1.30, 2.37], [-0.22, 2.02, 0.70]], "gap_ev": 9.82, "charge": 1}

Run B
{"formula": "C3H10NS", "method": "ωB97M-V with the def2-TZVPD basis set", "elements": ["C", "C", "N", "C", "S", "H", "H", "H", "H", "H", "H", "H", "H", "H", "H"], "coordinates": [[-0.95, -0.92, 1.87], [-0.36, -0.76, 0.50], [1.13, -0.92, 0.54], [-0.70, 0.65, -0.11], [0.28, 1.00, -1.58], [-0.73, -1.90, 2.29], [-2.03, -0.79, 1.88], [-0.50, -0.33, 2.68], [-0.79, -1.58, -0.09], [1.61, -0.41, -0.22], [1.54, -0.59, 1.42], [1.42, -1.88, 0.30], [-1.77, 0.76, -0.24], [-0.40, 1.31, 0.70], [0.01, 2.29, -1.74]], "gap_ev": 9.98, "charge": 1, "smiles": "C[C@H]([NH3+])CS"}

run B takes first place; second place is 74.5 kcal/mol up.

Run A
{"formula": "C5H6Cl2O", "method": "ωB97M-V with the def2-TZVPD basis set", "elements": ["O", "C", "C", "Cl", "C", "Cl", "C", "C", "H", "H", "H", "H", "H", "H"], "coordinates": [[-0.93, 0.04, -1.67], [0.08, 0.06, -0.97], [1.45, 0.35, -1.58], [2.26, -1.23, -1.94], [0.03, -0.02, 0.54], [1.59, 0.16, 1.28], [-1.11, 0.60, 1.36], [-1.08, -0.92, 1.08], [2.11, 1.00, -1.01], [1.28, 0.82, -2.59], [-1.77, 1.24, 0.84], [-1.17, 0.86, 2.50], [-0.84, -1.64, 1.82], [-1.90, -1.31, 0.35]], "gap_ev": 10.34, "smiles": "O=C(CCl)C1(Cl)CC1"}

Run B
{"formula": "C5H6Cl2O", "method": "ωB97M-V with the def2-TZVPD basis set", "elements": ["C", "C", "C", "C", "Cl", "C", "O", "Cl", "H", "H", "H", "H", "H", "H"], "coordinates": [[0.65, 0.09, -1.57], [0.44, 0.44, -0.22], [1.17, 1.64, 0.56], [-0.73, -0.57, 0.52], [-1.89, 0.22, 1.60], [-1.60, -1.74, -0.16], [-2.38, -1.56, -1.01], [-1.70, -3.19, 0.72], [1.49, 0.57, -2.06], [0.30, -0.91, -1.89], [0.78, 2.65, 0.46], [2.25, 1.78, 0.25], [1.24, 1.58, 1.66], [-0.01, -1.00, 1.14]], "gap_ev": 10.34, "smiles": "C=C(C)[C@@H](Cl)C(=O)Cl"}

run A takes first place; second place is 16.8 kcal/mol up.